# C6H6

An isolated molecule of C6H6 (the ωB97M-V functional and the def2-TZVPD basis, OMol25).

```
! RIJCOSX wB97M-V def2-TZVPD def2/J DEFGRID3
* xyz 0 1
C -2.29 -0.87 1.77
C -1.19 -0.95 1.28
C 1.20 0.53 -1.48
C 0.54 0.03 -0.45
C 0.29 1.52 -0.77
C 0.20 -1.05 0.82
H -3.29 -0.70 2.06
H 1.75 0.32 -2.34
H 0.73 2.26 0.01
H -0.77 1.70 -1.14
H 0.43 -2.11 0.61
H 0.80 -0.67 1.55
*
```

Properties
Frontier orbital gap, eV: 10.325
Relative energy (zero: lowest compared OMol25 entry of this formula, charge and spin), kcal/mol: 127.29
HOMO energy, eV: -9.3
SMILES: C#CCC1=CC1

---

# C6H6

An isolated molecule of C6H6 (the ωB97M-V functional and the def2-TZVPD basis, OMol25).

```
! RIJCOSX wB97M-V def2-TZVPD def2/J DEFGRID3
* xyz 0 1
C 2.01 0.02 -0.01
C 0.65 0.03 -0.04
C -0.23 1.24 0.05
C -1.48 0.76 -0.05
C -1.49 -0.75 -0.01
C -0.22 -1.16 0.01
H 2.58 -0.96 0.06
H 2.69 0.89 -0.05
H 0.10 2.23 -0.02
H -2.49 1.27 0.03
H -2.31 -1.44 0.07
H 0.19 -2.14 -0.05
*
```

Properties
Frontier orbital gap, eV: 8.856
Relative energy (zero: lowest compared OMol25 entry of this formula, charge and spin), kcal/mol: 43.81
HOMO energy, eV: -8.8
SMILES: C=C1C=CC=C1

---

# C6H6

An isolated molecule of C6H6 (the ωB97M-V functional and the def2-TZVPD basis, OMol25).

```
! RIJCOSX wB97M-V def2-TZVPD def2/J DEFGRID3
* xyz 0 1
C -2.71 0.21 -0.13
C -1.64 -0.75 0.14
C -0.60 -1.32 0.32
C 0.79 -1.38 0.37
C 1.83 -0.77 0.24
C 2.68 0.39 -0.02
H -2.72 0.98 0.65
H -3.70 -0.23 -0.20
H -2.48 0.72 -1.08
H 3.39 0.24 -0.83
H 3.19 0.75 0.87
H 1.96 1.16 -0.33
*
```

Properties
Frontier orbital gap, eV: 9.588
Relative energy (zero: lowest compared OMol25 entry of this formula, charge and spin), kcal/mol: 96.94
HOMO energy, eV: -8.7
SMILES: CC#CC#CC

---

# C6H6

A structure of composition C6H6 (the ωB97M-V functional and the def2-TZVPD basis, OMol25).

```
! RIJCOSX wB97M-V def2-TZVPD def2/J DEFGRID3
* xyz 0 1
C 1.86 0.17 -0.39
C 1.89 1.37 -0.78
C 1.74 -1.13 0.17
C 0.64 -0.88 0.90
C 0.44 0.54 0.38
C -0.89 1.08 -0.20
H 2.24 -2.02 0.11
H 0.10 -1.55 1.53
H 0.64 1.20 1.28
H -1.73 1.16 0.61
H -1.28 0.46 -1.07
H -0.58 2.02 -0.61
*
```

Properties
Frontier orbital gap, eV: 10.223
Relative energy (zero: lowest compared OMol25 entry of this formula, charge and spin), kcal/mol: 139.37
HOMO energy, eV: -9.3

---

# C6H6

An isolated molecule of C6H6 (the ωB97M-V functional and the def2-TZVPD basis, OMol25).

```
! RIJCOSX wB97M-V def2-TZVPD def2/J DEFGRID3
* xyz 0 1
C 1.34 -0.90 0.93
C -1.32 0.39 -0.03
C -1.07 1.44 -0.96
C -0.86 2.37 -1.70
C -0.73 -0.79 -0.10
C 0.24 -1.62 0.16
H 1.83 -0.20 0.25
H 2.10 -1.51 1.41
H 0.85 -0.31 1.71
H -1.93 0.61 0.84
H -0.71 3.18 -2.38
H 0.27 -2.67 -0.13
*
```

Properties
Frontier orbital gap, eV: 9.902
Relative energy (zero: lowest compared OMol25 entry of this formula, charge and spin), kcal/mol: 93.37
HOMO energy, eV: -9.0
SMILES: C#CC=C=CC

---

# C6H6B3BeF18N3O4S2

A structure of composition C6H6B3BeF18N3O4S2 (the ωB97M-V functional and the def2-TZVPD basis, OMol25).

```
! RIJCOSX wB97M-V def2-TZVPD def2/J DEFGRID3
* xyz -2 1
Be 26.70 -10.36 1.40
B 26.23 -7.40 0.83
F 27.37 -6.75 0.56
F 26.23 -8.37 -0.08
F 26.41 -7.98 2.05
F 25.16 -6.59 0.75
B 29.61 -8.73 -0.61
F 29.52 -8.76 -1.96
F 28.60 -9.31 0.11
F 30.74 -9.44 -0.27
F 29.74 -7.41 -0.20
B 28.94 -12.28 0.54
F 28.57 -11.81 1.84
F 30.16 -11.85 0.10
F 28.90 -13.68 0.50
F 28.06 -11.77 -0.37
C 28.69 -11.40 5.37
F 29.89 -11.50 4.84
F 28.03 -12.52 5.24
F 28.82 -11.18 6.66
S 27.76 -9.93 4.49
O 27.57 -8.82 5.39
O 28.57 -9.49 3.37
N 26.36 -10.70 3.86
S 25.30 -10.46 4.96
O 25.87 -10.68 6.31
O 24.54 -9.24 4.79
C 24.02 -12.01 4.65
F 24.67 -13.20 4.44
F 23.19 -12.13 5.69
F 23.27 -11.68 3.59
C 26.76 -14.37 2.76
C 26.03 -13.46 1.94
N 25.49 -12.66 1.26
H 27.30 -15.05 2.10
H 26.11 -14.99 3.38
H 27.38 -13.84 3.49
C 22.38 -7.76 2.04
C 23.18 -8.93 1.74
N 23.83 -9.83 1.43
H 22.24 -7.14 1.16
H 22.79 -7.22 2.89
H 21.39 -8.01 2.44
*
```

Properties
Frontier orbital gap, eV: 7.786
HOMO energy, eV: -4.5

---

Q: What is the frontier orbital gap in the third record?
A: 9.588 eV

---

Q: What is the frontier orbital gap in the second record?
A: 8.856 eV

---

Q: Look up the frontier orbital gap of the first one.
A: 10.325 eV

---

Q: Which of these has the highest frontier orbital gap?
A: number 1